ORCA calculation (ωB97M-V/def2-TZVPD) on C5H7N in the gas phase.

Each line ends with the Mulliken charge.
Element x y z (Å)
C 1.403 -1.252 0.870  -1.0383
C 0.358 -0.368 0.295  0.3207
C 0.428 0.507 -0.722  -0.4277
C -0.912 1.121 -0.914  -0.3386
C -1.649 0.423 0.178  -0.1866
N -0.936 -0.401 0.839  -0.5525
H 1.272 -1.317 1.947  0.3171
H 2.398 -0.876 0.642  0.3038
H 1.308 -2.257 0.462  0.2382
H 1.283 0.731 -1.330  0.3879
H -0.922 2.200 -0.788  0.2748
H -1.342 0.908 -1.891  0.2752
H -2.690 0.582 0.412  0.4260

Results
Highest occupied orbital energy: -8.9 eV
2S+1: 1
Frontier orbital gap: 9.995 eV
Energy: -6787.7949 eV
Relative energy (zero: lowest compared OMol25 entry of this formula, charge and spin): 69.25 kJ/mol
F_max: 0.909 eV/A

=====

ORCA calculation (ωB97M-V/def2-TZVPD) on a molecular structure, C19H12BrN7O8PtS2 at a distorted geometry.

Each line ends with the Mulliken charge.
Element x y z (Å)
Pt 0.317 0.296 0.546  1.2167
N 2.737 0.550 -1.839  -0.3808
C 3.084 -0.003 -0.667  0.6288
N 2.208 -0.357 0.241  -0.3052
C 2.798 -0.893 1.377  -0.2075
C 4.137 -0.990 1.314  -0.0666
S 4.705 -0.373 -0.204  -0.2115
C 1.846 -1.255 2.421  -0.1421
C 2.045 -1.681 3.678  -0.1743
S 0.524 -1.943 4.461  -0.2155
C -0.315 -1.432 3.033  0.4560
N 0.506 -1.104 2.052  -0.3299
N -1.647 -1.460 2.929  -0.3369
H 1.788 0.896 -1.905  0.2108
H 3.435 1.001 -2.402  0.2373
H 4.823 -1.381 2.044  0.4356
H 2.974 -1.843 4.195  0.4587
H -2.209 -1.509 3.761  0.2606
H -2.048 -0.966 2.137  0.2935
O -3.264 1.438 2.301  -0.6918
C -2.104 1.533 1.945  0.4766
O -1.563 0.685 1.127  -0.8265
C -1.284 2.691 2.480  0.1026
C 0.096 2.660 2.607  0.2433
C 0.764 3.766 3.094  -0.9536
C 0.117 4.920 3.471  -0.7706
C -1.263 4.909 3.375  -0.3587
C -1.974 3.823 2.907  -0.4090
N -2.001 6.112 3.815  1.1344
O -1.345 7.069 4.165  -0.6337
O -3.210 6.061 3.799  -0.6294
N 2.231 3.695 3.212  1.2095
O 2.736 2.591 3.219  -0.6404
O 2.835 4.742 3.295  -0.6380
H 0.681 1.799 2.319  1.2026
H 0.650 5.785 3.836  0.6071
H -3.051 3.853 2.845  0.5543
Br 1.462 7.887 0.895  -0.1281
C 0.308 6.474 0.408  -0.1066
C -1.065 6.685 0.373  -0.2361
N -1.927 5.726 0.055  -0.6255
C -1.439 4.522 -0.241  -0.5353
C -0.083 4.223 -0.218  0.3125
C 0.816 5.225 0.120  -0.1915
C 0.373 2.803 -0.343  0.6844
O 1.435 2.516 0.246  -0.6423
O -0.330 1.916 -0.924  -0.8581
H -1.479 7.656 0.615  0.4138
H -2.157 3.750 -0.494  0.5497
H 1.875 5.014 0.175  0.5564

Results
Highest occupied orbital energy: -8.9 eV
2S+1: 1
Frontier orbital gap: 8.315 eV
Energy: -141664.5764 eV
Relative energy (zero: lowest compared OMol25 entry of this formula, charge and spin): 109.69 kJ/mol
F_max: 2.032 eV/A

=====

ORCA calculation (ωB97M-V/def2-TZVPD) on 6 unconnected molecules or ions with the total composition CH15NO5 at a distorted geometry.

Each line ends with the Mulliken spin population.
Element x y z (Å)
C 2.797 -0.941 -0.825  0.0221
N 1.532 -0.359 -1.206  0.8703
H 3.466 -0.143 -0.478  0.0683
H 3.209 -1.481 -1.658  0.0137
H 2.645 -1.691 -0.046  0.0129
H 1.104 0.106 -0.373  -0.0099
H 1.573 0.283 -2.000  -0.0080
H -7.022 0.291 0.163  0.0000
H -5.735 -0.339 -0.270  0.0000
O -6.645 -0.564 -0.061  0.0000
H 1.643 4.908 -0.409  0.0000
H 0.134 4.601 -0.196  0.0000
O 1.007 4.504 0.191  0.0002
H -1.898 -1.155 0.791  -0.0002
H -0.570 -1.524 1.428  -0.0001
O -1.281 -0.885 1.496  0.0011
H 0.921 -2.520 -0.239  0.0046
H 0.777 -3.826 0.375  0.0009
O 0.213 -3.134 0.007  0.0018
H 0.171 0.748 1.516  -0.0018
H 1.026 1.795 0.484  -0.0021
O 0.933 1.326 1.311  0.0262

Results
Highest occupied orbital energy (alpha / beta): -13.4 / -13.4 eV
2S+1: 2
Frontier orbital gap (alpha / beta): 9.459 / 3.951 eV
Energy: -12998.0261 eV
Net charge: +1
Relative energy (zero: lowest compared OMol25 entry of this formula, charge and spin): 82.26 kJ/mol
F_max: 3.060 eV/A

=====

ORCA calculation (ωB97M-V/def2-TZVPD) on C5H10N2S in the gas phase at a distorted geometry.

Each line ends with the Mulliken charge.
Element x y z (Å)
C 2.258 0.231 -0.744  -0.7878
N 1.453 -0.729 0.011  -0.2549
C 0.749 0.065 1.009  -1.0172
C -0.687 0.729 0.608  0.1864
S -0.458 2.287 0.035  -0.2795
N -1.854 0.055 0.589  -0.1967
C -2.547 0.084 -0.673  -0.4037
C -1.786 -1.142 -0.148  -0.2369
H 1.753 0.986 -1.300  0.2733
H 2.894 0.957 0.040  0.2416
H 3.168 -0.328 -1.261  0.2902
H 1.888 -1.348 0.571  0.2016
H 0.625 -0.502 2.014  0.3889
H 1.310 0.849 1.471  0.5813
H -3.599 0.145 -0.540  0.3031
H -1.938 0.879 -1.358  0.1933
H -2.564 -1.891 0.077  0.2558
H -0.665 -1.325 -0.401  0.2612

Results
Highest occupied orbital energy: -8.4 eV
2S+1: 1
Frontier orbital gap: 8.576 eV
Energy: -19158.2834 eV
Relative energy (zero: lowest compared OMol25 entry of this formula, charge and spin): 445.99 kJ/mol
F_max: 5.892 eV/A

=====

ORCA calculation (ωB97M-V/def2-TZVPD) on 9 unconnected molecules or ions with the total composition C54H162N27O9P9 at a distorted geometry.

Each line ends with the Mulliken charge.
Element x y z (Å)
C 2.890 0.336 8.021  -0.9227
N 3.736 0.433 6.811  0.1124
C 4.726 -0.628 6.864  -1.1629
P 2.995 0.733 5.323  0.1100
O 2.856 -0.426 4.430  -0.4408
N 1.567 1.470 5.606  0.9511
C 1.385 2.883 6.153  -0.8621
C 0.429 0.590 5.754  -1.3999
N 3.866 2.078 4.784  0.1663
C 3.425 2.576 3.439  -0.6624
C 5.321 2.219 4.962  -0.9620
H 2.102 -0.415 7.927  0.2513
H 2.440 1.321 8.258  0.1713
H 3.481 0.078 8.839  0.4467
H 5.275 -0.368 7.812  0.4963
H 5.478 -0.549 6.093  0.2771
H 4.267 -1.596 6.898  0.3057
H 0.386 3.211 5.860  0.1747
H 1.514 2.773 7.266  0.2292
H 2.193 3.480 5.762  0.3384
H 0.089 0.414 6.749  0.3771
H -0.421 1.040 5.226  0.1127
H 0.576 -0.370 5.312  0.4488
H 3.719 1.882 2.609  -0.1085
H 2.344 2.766 3.477  0.1924
H 3.919 3.612 3.295  0.4383
H 5.561 3.277 4.946  0.3467
H 5.957 1.778 4.227  0.2635
H 5.620 1.774 5.869  0.3802
C -3.635 -5.990 5.592  -0.9704
N -2.549 -6.082 4.672  0.1216
C -2.566 -7.328 3.882  -1.0402
P -2.513 -4.811 3.615  0.0424
O -3.637 -4.663 2.665  -0.9196
N -2.577 -3.517 4.678  0.8200
C -3.432 -2.328 4.519  -0.8371
C -1.583 -3.272 5.698  -1.0909
N -1.092 -5.011 2.772  0.8291
C -1.045 -4.596 1.388  -0.6404
C 0.078 -5.391 3.456  -1.1068
H -3.594 -6.908 6.172  0.4583
H -4.567 -6.041 5.108  0.3715
H -3.521 -5.162 6.342  0.2392
H -2.746 -8.151 4.619  0.4230
H -1.614 -7.487 3.427  0.2595
H -3.387 -7.325 3.178  0.3408
H -3.908 -2.058 5.462  0.5173
H -2.875 -1.406 4.258  0.3285
H -4.154 -2.447 3.764  -0.2894
H -1.971 -2.691 6.577  0.3329
H -1.263 -4.240 5.966  0.5869
H -0.681 -2.722 5.329  -0.0040
H -0.933 -5.449 0.677  0.2594
H -1.924 -4.001 1.230  -0.3118
H -0.202 -3.930 1.232  0.3097
H -0.141 -5.687 4.470  0.4404
H 0.887 -4.594 3.418  0.0342
H 0.475 -6.327 3.007  0.4034
C -1.029 3.864 -2.910  -0.4136
N 0.291 4.478 -2.717  1.2497
C 0.567 4.725 -1.263  -1.0300
P 1.283 5.326 -3.737  -0.0995
O 2.692 5.439 -3.370  -0.9268
N 1.082 4.480 -5.258  1.2045
C 2.030 3.338 -5.369  -0.7998
C 0.803 5.183 -6.501  -1.2199
N 0.689 6.823 -4.179  0.2618
C 1.759 7.864 -4.353  -1.0415
C -0.624 7.262 -3.652  -0.7581
H -1.144 3.185 -2.094  -0.2660
H -0.997 3.452 -3.898  0.1900
H -1.876 4.590 -2.801  0.2067
H 1.485 5.321 -1.122  0.3522
H 0.678 3.782 -0.727  -0.0271
H -0.223 5.170 -0.726  0.4546
H 1.622 2.588 -6.097  0.3121
H 3.022 3.638 -5.630  0.4096
H 2.014 2.770 -4.421  -0.4834
H 0.228 4.554 -7.170  0.3094
H 0.245 6.114 -6.330  0.3606
H 1.713 5.520 -7.123  0.2260
H 1.436 8.706 -4.997  0.3001
H 2.117 8.212 -3.429  0.3281
H 2.620 7.415 -4.953  0.2734
H -0.498 7.566 -2.589  0.2406
H -1.169 6.368 -3.662  0.1609
H -1.023 8.014 -4.340  0.2926
C 8.335 -1.745 3.316  -1.0513
N 8.210 -1.984 1.920  0.3508
C 9.260 -1.400 1.106  -1.0941
P 6.844 -2.598 1.106  0.2007
O 6.758 -1.922 -0.207  -0.6207
N 7.093 -4.262 0.872  0.3596
C 7.701 -5.097 1.932  -0.9695
C 6.428 -4.930 -0.205  -0.9137
N 5.679 -2.331 2.308  0.4235
C 4.430 -3.086 2.180  -0.9750
C 5.401 -0.871 2.526  -0.2059
H 8.103 -0.664 3.524  0.2462
H 9.439 -1.775 3.547  0.3748
H 7.802 -2.429 3.949  0.3371
H 10.248 -1.837 1.281  0.3017
H 9.260 -0.367 1.350  0.3886
H 9.062 -1.587 0.010  0.2285
H 6.980 -5.743 2.535  0.2648
H 8.375 -5.811 1.535  0.3958
H 8.262 -4.535 2.651  0.2532
H 5.863 -5.829 0.134  0.3621
H 5.718 -4.310 -0.715  0.1328
H 7.138 -5.311 -0.985  0.2959
H 4.594 -4.179 2.122  0.3081
H 3.830 -2.779 3.053  0.4110
H 3.857 -2.778 1.253  0.2566
H 5.030 -0.675 3.536  -0.2859
H 4.502 -0.601 1.956  -0.3825
H 6.222 -0.278 2.221  0.5365
C 5.246 -2.271 -3.794  -1.0332
N 4.265 -1.186 -3.997  0.6164
C 2.899 -1.591 -4.234  -0.7658
P 4.774 0.324 -4.375  -0.3546
O 3.827 1.007 -5.272  -0.8620
N 5.035 1.133 -2.921  1.1307
C 5.240 2.597 -2.960  -1.2936
C 5.194 0.524 -1.609  -0.6874
N 6.310 0.133 -5.025  0.6082
C 6.483 -0.325 -6.429  -1.2097
C 7.585 0.547 -4.487  -0.9499
H 5.384 -2.883 -4.747  0.1947
H 4.870 -2.965 -2.995  0.4815
H 6.217 -1.915 -3.400  0.1766
H 2.443 -1.959 -3.294  0.2515
H 2.766 -2.270 -5.031  0.4850
H 2.377 -0.683 -4.513  -0.0750
H 4.731 3.045 -3.819  0.1694
H 4.810 2.937 -2.034  0.3880
H 6.332 2.784 -3.042  0.2685
H 6.243 0.575 -1.396  0.6223
H 4.549 0.959 -0.865  0.1652
H 4.981 -0.571 -1.632  -0.1972
H 5.481 -0.318 -6.834  0.2624
H 7.122 0.384 -6.974  0.4076
H 6.812 -1.334 -6.449  0.3334
H 7.544 1.194 -3.610  0.2298
H 8.200 1.020 -5.239  0.2878
H 8.145 -0.328 -4.133  0.3219
C -0.355 0.232 -5.015  -0.0322
N -1.268 0.606 -6.139  0.6374
C -0.471 1.135 -7.210  -1.0011
P -2.921 0.840 -5.982  0.0696
O -3.372 1.120 -4.580  -0.8417
N -3.295 2.087 -7.049  0.1619
C -4.659 2.075 -7.596  -0.8350
C -2.934 3.380 -6.495  -0.7127
N -3.672 -0.450 -6.676  0.3947
C -3.285 -0.951 -7.965  -0.8459
C -4.979 -0.742 -6.095  -1.4850
H 0.172 -0.626 -5.395  0.6067
H -0.944 0.018 -4.109  -0.6481
H 0.258 1.084 -4.775  0.0052
H 0.490 0.631 -7.257  0.5650
H -0.204 2.214 -7.044  -0.0871
H -0.870 1.023 -8.198  0.3668
H -4.826 1.102 -8.133  0.1465
H -5.397 2.178 -6.836  0.2822
H -4.640 2.909 -8.255  0.4662
H -3.419 3.596 -5.512  0.2547
H -1.826 3.503 -6.336  -0.1047
H -3.209 4.167 -7.208  0.4742
H -3.080 -2.031 -7.924  0.3097
H -4.123 -0.719 -8.654  0.4210
H -2.380 -0.446 -8.352  0.1493
H -5.180 -0.089 -5.290  0.4764
H -4.969 -1.729 -5.693  0.4604
H -5.801 -0.698 -6.820  0.2888
C 0.839 0.062 2.113  -1.2038
N -0.120 -0.504 1.146  1.9933
C -1.345 -1.156 1.773  0.5879
P -0.303 0.353 -0.286  -0.8304
O -0.632 1.771 -0.018  -1.0452
N 1.131 0.044 -1.063  1.8243
C 1.782 1.149 -1.686  1.6447
C 2.060 -1.035 -0.698  0.5040
N -1.467 -0.213 -1.168  1.2239
C -1.487 -1.588 -1.672  -0.0656
C -2.775 0.515 -1.209  -0.2410
H 1.102 -0.730 2.853  0.0277
H 0.433 0.956 2.529  0.2609
H 1.824 0.285 1.618  -0.3276
H -1.846 -0.545 2.512  -0.2271
H -1.093 -2.053 2.330  0.2237
H -2.134 -1.413 1.085  -0.9135
H 2.239 1.823 -0.901  0.0061
H 2.528 0.841 -2.400  -1.5442
H 1.073 1.753 -2.259  -0.5084
H 2.730 -1.238 -1.529  -0.4837
H 2.707 -0.858 0.159  -0.3151
H 1.461 -1.917 -0.347  -0.0474
H -2.255 -2.128 -1.082  -0.8930
H -1.856 -1.491 -2.709  -0.1227
H -0.472 -1.942 -1.631  0.0921
H -3.495 0.004 -0.553  -0.5387
H -3.170 0.488 -2.197  0.1030
H -2.592 1.481 -0.813  0.2110
C -4.804 3.961 1.961  -0.6800
N -3.778 3.920 2.970  0.2892
C -2.412 4.108 2.466  -0.7678
P -3.956 3.353 4.542  0.6036
O -2.669 3.532 5.284  -1.0877
N -5.186 4.131 5.334  0.3818
C -4.759 5.221 6.184  -1.1378
C -6.675 4.100 5.289  -1.2121
N -4.637 1.854 4.357  0.7108
C -3.830 0.961 3.485  0.2122
C -5.456 1.130 5.332  -0.8685
H -4.899 4.984 1.495  0.3298
H -5.742 3.697 2.387  0.2497
H -4.555 3.237 1.112  0.0973
H -2.229 3.412 1.639  0.1285
H -1.614 4.045 3.182  0.1846
H -2.303 5.033 1.934  0.4241
H -5.050 6.172 5.718  0.3297
H -5.113 5.098 7.224  0.3299
H -3.675 5.234 6.257  0.2407
H -6.977 3.353 4.561  0.3563
H -6.951 3.729 6.272  0.4102
H -7.077 5.117 5.062  0.3015
H -4.496 0.201 3.077  -0.0309
H -3.588 1.548 2.566  -0.0076
H -2.958 0.605 3.974  -0.5820
H -6.043 0.407 4.799  0.3372
H -6.155 1.696 5.896  0.3288
H -4.907 0.499 6.103  0.2120
C -4.005 -4.075 -0.622  -0.3423
N -4.914 -3.269 -1.381  0.9913
C -4.746 -3.350 -2.865  -0.6011
P -6.538 -3.416 -0.870  0.2548
O -7.030 -4.809 -0.788  -0.9328
N -6.562 -2.572 0.572  0.7893
C -5.586 -1.657 1.083  0.2540
C -7.654 -3.012 1.427  -1.2634
N -7.456 -2.571 -1.963  0.3819
C -7.676 -1.106 -1.822  -0.9331
C -8.326 -3.187 -2.861  -1.1121
H -3.157 -3.470 -0.456  -0.3505
H -3.796 -5.070 -1.010  0.3958
H -4.378 -4.316 0.378  0.2618
H -3.730 -2.883 -2.990  0.0491
H -5.495 -2.766 -3.432  0.1537
H -4.555 -4.398 -3.245  0.2437
H -4.802 -1.537 0.327  -0.4410
H -5.967 -0.662 1.325  0.4588
H -5.167 -2.100 1.966  -0.3811
H -8.284 -2.170 1.646  0.4146
H -8.245 -3.734 0.878  0.3639
H -7.297 -3.471 2.354  0.1783
H -8.609 -0.853 -2.209  0.4867
H -7.652 -0.867 -0.720  0.1943
H -6.947 -0.444 -2.242  0.1698
H -8.412 -4.251 -2.657  0.3752
H -8.017 -3.021 -3.944  0.1580
H -9.311 -2.787 -2.670  0.4147

Results
Highest occupied orbital energy: -8.0 eV
2S+1: 1
Frontier orbital gap: 8.459 eV
Energy: -200895.7375 eV
Relative energy (zero: lowest compared OMol25 entry of this formula, charge and spin): 300.10 kJ/mol
F_max: 3.784 eV/A

=====

ORCA calculation (ωB97M-V/def2-TZVPD) on a molecular structure, C23H31FN4O4S at a distorted geometry.

Each line ends with the Mulliken charge.
Element x y z (Å)
C 3.916 -3.013 1.952  -0.9351
H 3.822 -3.198 2.885  0.4977
O 3.370 -1.647 1.653  -0.4972
C 3.607 -1.239 0.371  -0.4695
C 3.509 0.228 0.266  -1.8587
N 2.015 0.584 0.306  0.2133
C 1.205 0.988 1.424  0.5484
O 0.049 1.490 0.893  -0.7584
C 1.437 0.491 2.589  -0.6285
C 0.246 -0.090 3.213  -1.2854
C -0.501 -1.340 2.382  0.2829
O -1.557 -1.587 2.084  -0.4698
N 0.826 -2.056 1.730  -0.0306
C 0.229 -3.104 1.021  0.1742
N 1.259 -3.919 0.337  -0.3077
C 0.671 -4.831 -0.170  -0.8770
C -0.564 -4.734 -0.286  0.0884
S -1.277 -3.535 0.748  0.0023
H -1.484 -5.433 -0.963  0.1005
H 1.227 -5.498 -0.730  0.4750
H 1.658 -1.987 1.916  0.7610
H -0.707 0.515 3.535  0.4071
H 0.327 -0.556 4.262  0.4253
H 1.555 1.490 3.416  0.2704
H 2.186 -0.191 2.485  0.7045
C 1.405 0.703 -1.194  -1.7606
C 1.270 2.077 -1.625  0.8322
C 1.439 3.145 -1.061  0.9929
C 1.321 4.406 -1.338  -1.9048
C 0.495 4.611 -2.531  0.4335
C -0.129 3.400 -3.297  -1.4700
C 0.339 2.106 -2.858  -0.5121
H -0.135 1.331 -3.262  0.6413
H -0.519 3.560 -4.113  0.8731
F 0.238 5.761 -3.025  -0.3014
H 1.461 5.317 -0.987  0.6030
H 2.251 3.019 -0.310  0.0901
H 2.189 0.346 -1.538  2.1277
C 0.241 -0.408 -1.297  -0.5584
O 0.404 -1.605 -1.595  -0.6908
N -0.886 0.231 -0.890  0.7056
H -1.057 0.912 -0.232  0.3443
C -2.085 -0.765 -1.015  -0.9456
C -3.165 0.179 -1.467  -1.6103
H -3.070 0.549 -2.479  0.4539
H -4.127 -0.315 -1.794  0.6029
C -3.627 1.349 -0.470  0.8698
C -4.141 0.756 0.781  -1.2968
H -3.573 -0.036 1.183  0.1293
H -4.642 1.248 1.578  0.4522
H -5.143 -0.063 0.502  0.1920
C -4.799 2.159 -1.148  -1.7168
H -4.450 2.773 -2.151  0.2592
H -4.992 3.052 -0.307  0.3039
H -5.622 1.772 -1.304  0.5896
H -2.968 1.936 -0.052  0.7350
H -2.280 -1.187 -0.163  0.2762
H -1.964 -1.551 -1.728  0.4621
H 3.777 0.685 -0.422  1.2995
H 3.647 0.903 1.535  0.3642
H 4.669 -1.439 -0.056  0.4719
H 2.853 -1.732 -0.167  0.3354
H 4.983 -3.155 1.520  0.2741
H 3.367 -3.857 1.455  0.2196

Results
Highest occupied orbital energy: -7.4 eV
2S+1: 1
Frontier orbital gap: 7.654 eV
Energy: -52034.8416 eV
Relative energy (zero: lowest compared OMol25 entry of this formula, charge and spin): 2354.31 kJ/mol
F_max: 19.432 eV/A

=====

> What is the 2S+1 in the fourth record?

1